{
  "formula": "C3H3NO2S",
  "method": "ωB97M-V with the def2-TZVPD basis set",
  "species": ["C", "C", "C", "N", "O", "O", "S", "H", "H", "H"],
  "coordinates": [[0.97515, -0.14277, -0.12900], [0.76442, 1.32169, 0.19965], [0.31983, -1.23353, -0.30208], [-1.80385, -0.60729, -0.07732], [-2.56308, -1.52818, -0.21293], [0.92484, 2.25130, -0.52131], [-1.91019, 0.95094, 0.08834], [2.13188, -0.02558, -0.06553], [0.63014, 1.26443, 1.38993], [0.53084, -2.25102, -0.36975]],
  "forces_ev_per_angstrom": [[2.7, 1.2, -0.4], [-1.4, -1.4, 2.4], [-2.4, 2.6, 0.7], [2.3, -2.7, -1.0], [0.3, 1.0, 0.3], [0.3, 0.4, 0.1], [-0.6, 0.4, 0.2], [-1.5, -1.3, -0.4], [0.4, 1.2, -1.9], [-0.1, -1.5, -0.2]],
  "charge": 0
}



{
  "formula": "C5H6NdO4",
  "method": "ωB97M-V with the def2-TZVPD basis set",
  "species": ["O", "C", "C", "O", "Nd", "H", "H", "C", "C", "O", "C", "O", "H", "H", "H", "H"],
  "coordinates": [[2.93929, 1.07211, -0.58226], [3.61999, 2.13679, -0.76850], [3.09871, 3.37813, -0.31318], [1.96126, 3.39877, 0.26894], [0.87832, 1.33998, 0.53602], [4.60996, 2.08280, -1.23874], [3.67292, 4.30508, -0.43612], [-3.63211, -2.37574, -0.83398], [-2.89209, -2.06015, 0.21647], [-1.93529, -1.04382, 0.06856], [-0.82230, -0.98925, 0.72473], [-0.63320, -1.99242, 1.51796], [-3.50155, -1.88166, -1.79732], [-2.99509, -2.47604, 1.21606], [-4.48061, -3.04586, -0.69608], [0.11178, -1.84871, 2.11744]],
  "forces_ev_per_angstrom": [[-2.1, -0.1, 1.1], [0.7, 0.5, -0.1], [0.8, 0.4, -0.3], [-1.1, -1.7, 0.3], [1.6, 0.7, -1.2], [-0.3, -0.1, 0.1], [-0.3, -0.2, 0.0], [-0.1, 0.5, 0.4], [-1.1, -1.1, -0.1], [1.5, 0.8, -0.1], [-0.3, 1.0, -0.2], [-0.1, -0.3, 0.4], [0.0, -0.2, 0.2], [0.1, 0.2, -0.3], [0.4, 0.0, -0.1], [0.0, -0.4, -0.1]],
  "charge": 2,
  "spin_multiplicity": 5
}



For each record above, in turn, the calculated E_tot values are -19573.0268 -28729.3498 eV.
For each record above, in turn, the calculated energy above the lowest of the compared OMol25 structures with the same formula, charge and spin values are 178.7 0.0 kcal/mol.